Record 1
{"formula": "C24H33Cl7GaGeN5O4PS", "method": "wB97M-V/def2-TZVPD", "homo_ev": [-7.9, -7.9], "e_lumo_ev": [-0.03, -2.69], "gap_ev": [7.91, 5.26], "multiplicity": 2, "species": ["Ga", "C", "C", "N", "C", "C", "C", "S", "N", "C", "O", "C", "C", "C", "C", "C", "C", "H", "H", "H", "H", "H", "H", "H", "H", "H", "H", "H", "H", "H", "H", "H", "Cl", "C", "C", "Cl", "C", "Cl", "C", "O", "C", "O", "C", "Cl", "Cl", "Ge", "Cl", "Cl", "C", "N", "C", "P", "O", "N", "C", "C", "N", "C", "C", "H", "H", "H", "H", "H", "H", "H", "H", "H", "H", "H", "H", "H", "H", "H", "H", "H", "H"], "coordinates": [[-0.03, -0.18, 0.14], [3.05, -5.15, 1.99], [3.85, -3.85, 1.93], [3.45, -2.97, 0.81], [4.31, -2.96, -0.37], [3.91, -4.00, -1.43], [2.31, -2.26, 0.90], [1.84, -1.36, -0.52], [1.66, -2.38, 2.06], [0.73, -1.56, 2.53], [0.38, -0.45, 2.03], [0.07, -1.97, 3.80], [-1.08, -1.29, 4.20], [-1.72, -1.65, 5.38], [-1.21, -2.69, 6.15], [-0.06, -3.36, 5.76], [0.58, -3.00, 4.58], [3.37, -5.74, 2.85], [3.21, -5.75, 1.09], [1.99, -4.93, 2.09], [4.91, -4.06, 1.80], [3.73, -3.30, 2.86], [5.32, -3.16, -0.03], [4.29, -1.97, -0.80], [4.03, -5.01, -1.04], [4.55, -3.89, -2.31], [2.88, -3.85, -1.73], [-1.45, -0.48, 3.59], [-2.62, -1.13, 5.69], [-1.71, -2.97, 7.07], [0.33, -4.16, 6.37], [1.47, -3.51, 4.26], [-6.27, -2.46, -0.71], [-4.92, -1.50, -0.31], [-5.12, -0.11, 0.01], [-6.70, 0.54, -0.01], [-4.05, 0.69, 0.34], [-4.25, 2.33, 0.81], [-2.74, 0.15, 0.34], [-1.72, 0.80, 0.65], [-2.54, -1.25, -0.01], [-1.34, -1.68, -0.02], [-3.66, -2.06, -0.31], [-3.42, -3.72, -0.65], [2.19, 3.17, -1.11], [1.16, 2.17, 0.59], [0.11, 3.86, 1.53], [2.87, 1.86, 1.95], [-2.14, 2.30, -4.66], [-1.65, 1.90, -3.34], [-2.23, 2.64, -2.22], [-0.84, 0.49, -3.14], [-0.17, 0.49, -1.80], [-1.84, -0.80, -3.35], [-3.25, -0.72, -3.69], [-1.27, -2.14, -3.22], [0.29, 0.34, -4.33], [0.02, -0.24, -5.63], [1.41, 1.29, -4.30], [-2.10, 3.39, -4.73], [-3.18, 1.99, -4.83], [-1.52, 1.89, -5.45], [-2.00, 3.70, -2.33], [-1.79, 2.30, -1.29], [-3.32, 2.52, -2.18], [-3.66, 0.25, -3.41], [-3.80, -1.49, -3.14], [-3.43, -0.88, -4.76], [-0.19, -2.07, -3.04], [-1.42, -2.71, -4.14], [-1.71, -2.68, -2.39], [-0.89, -0.84, -5.60], [0.85, -0.89, -5.92], [-0.08, 0.52, -6.41], [1.53, 1.72, -3.31], [1.25, 2.11, -5.02], [2.33, 0.78, -4.57]]}

Record 2
{"formula": "C24H33ClN7SV", "method": "wB97M-V/def2-TZVPD", "homo_ev": [-6.0, -7.2], "e_lumo_ev": [0.19, -0.32], "gap_ev": [6.16, 6.86], "multiplicity": 3, "e_above_lowest_kj_mol": 0.0, "species": ["V", "C", "C", "N", "N", "C", "N", "S", "C", "C", "C", "C", "C", "N", "H", "H", "H", "H", "H", "H", "H", "H", "H", "H", "Cl", "C", "C", "C", "C", "C", "C", "C", "H", "H", "H", "H", "H", "H", "C", "C", "C", "C", "N", "H", "H", "H", "H", "H", "H", "H", "H", "H", "C", "C", "C", "C", "N", "N", "C", "H", "H", "H", "H", "H", "H", "H", "H"], "coordinates": [[-0.25, -0.04, -0.23], [0.25, 3.19, 2.71], [0.40, 1.97, 1.87], [-0.62, 1.48, 1.16], [-1.87, 1.93, 1.59], [-2.77, 2.62, 0.88], [-3.99, 2.71, 1.51], [-2.50, 3.36, -0.58], [1.62, 1.26, 1.74], [2.82, 1.64, 2.37], [3.97, 0.92, 2.18], [3.93, -0.20, 1.33], [2.74, -0.53, 0.74], [1.58, 0.14, 0.93], [-0.12, 2.97, 3.72], [-0.46, 3.87, 2.24], [1.20, 3.71, 2.82], [-2.11, 1.65, 2.53], [-4.28, 1.94, 2.10], [-4.70, 3.14, 0.96], [2.84, 2.52, 3.00], [4.89, 1.22, 2.66], [4.82, -0.78, 1.12], [2.71, -1.35, 0.03], [4.94, 4.20, -0.16], [3.56, 3.33, -0.77], [3.75, 2.11, -1.39], [2.65, 1.40, -1.84], [1.34, 1.87, -1.65], [0.18, 1.01, -2.01], [1.20, 3.12, -1.05], [2.29, 3.85, -0.61], [4.75, 1.72, -1.52], [2.80, 0.44, -2.31], [0.46, 0.35, -2.83], [-0.71, 1.59, -2.29], [0.20, 3.52, -0.91], [2.16, 4.82, -0.14], [-4.09, -0.38, -1.09], [-3.10, -1.18, -0.24], [-3.01, -2.62, -0.77], [-3.53, -1.20, 1.22], [-1.79, -0.59, -0.35], [-5.08, -0.87, -1.08], [-3.74, -0.32, -2.12], [-4.20, 0.64, -0.71], [-3.98, -3.12, -0.70], [-2.28, -3.20, -0.20], [-2.71, -2.62, -1.82], [-4.53, -1.62, 1.33], [-3.54, -0.18, 1.62], [-2.83, -1.79, 1.82], [1.10, -5.25, 0.66], [0.82, -4.13, -0.28], [0.56, -4.11, -1.63], [0.37, -2.76, -1.97], [0.53, -2.00, -0.90], [0.79, -2.85, 0.11], [-0.02, -2.21, -3.30], [1.12, -6.20, 0.12], [0.33, -5.32, 1.43], [2.06, -5.12, 1.16], [0.50, -4.96, -2.30], [0.93, -2.48, 1.04], [-0.40, -3.02, -3.93], [0.83, -1.75, -3.81], [-0.79, -1.46, -3.19]]}

Record 3
{"formula": "C24H33DyNO2P2", "method": "wB97M-V/def2-TZVPD", "homo_ev": [-10.5, -10.6], "e_lumo_ev": [-4.16, -3.98], "gap_ev": [6.37, 6.57], "charge": 1, "multiplicity": 6, "species": ["C", "C", "C", "C", "C", "C", "C", "C", "C", "C", "C", "C", "C", "H", "H", "H", "H", "H", "H", "H", "N", "Dy", "C", "H", "H", "C", "H", "H", "P", "P", "C", "H", "H", "H", "C", "H", "H", "H", "C", "H", "H", "H", "C", "H", "H", "H", "C", "O", "H", "C", "C", "C", "C", "O", "H", "H", "H", "H", "H", "H", "H", "H", "H"], "coordinates": [[3.00, -4.10, 0.82], [2.85, -3.01, -0.02], [2.09, -3.17, -1.23], [1.45, -4.44, -1.52], [1.65, -5.54, -0.63], [2.42, -5.37, 0.51], [0.66, -4.51, -2.68], [0.47, -3.38, -3.49], [1.17, -2.17, -3.11], [1.00, -0.96, -3.89], [0.16, -1.00, -4.99], [-0.51, -2.19, -5.38], [-0.37, -3.36, -4.65], [3.58, -4.00, 1.74], [1.18, -6.50, -0.85], [2.57, -6.21, 1.20], [0.16, -5.46, -2.94], [0.02, -0.09, -5.58], [-1.16, -2.17, -6.26], [-0.90, -4.27, -4.94], [1.97, -2.10, -2.03], [0.00, 0.00, 0.00], [3.37, -1.64, 0.31], [3.69, -1.13, -0.61], [4.21, -1.69, 1.03], [1.68, 0.27, -3.40], [2.68, 0.02, -3.00], [1.78, 1.03, -4.20], [2.04, -0.55, 1.09], [0.77, 1.10, -1.96], [-0.60, 1.91, -2.91], [-1.17, 2.57, -2.24], [-0.23, 2.49, -3.78], [-1.29, 1.13, -3.27], [1.91, 2.55, -1.72], [2.08, 3.10, -2.66], [1.48, 3.24, -0.97], [2.88, 2.19, -1.34], [1.80, -1.43, 2.70], [2.76, -1.65, 3.20], [1.18, -0.80, 3.35], [1.25, -2.36, 2.50], [3.11, 0.88, 1.63], [2.49, 1.60, 2.20], [3.95, 0.54, 2.27], [3.52, 1.39, 0.75], [-1.80, 0.03, -0.50], [-2.93, -0.05, -0.79], [0.01, -1.41, -0.65], [-1.25, 2.28, 3.26], [-2.02, 1.91, 1.98], [-3.28, 1.12, 2.36], [-2.40, 3.19, 1.22], [-1.18, 1.12, 1.16], [-1.86, 2.91, 3.93], [-0.32, 2.84, 3.00], [-0.95, 1.36, 3.80], [-3.94, 1.72, 3.02], [-3.86, 0.85, 1.45], [-3.01, 0.19, 2.89], [-1.49, 3.76, 0.94], [-2.95, 2.93, 0.29], [-3.05, 3.84, 1.84]]}

no.,total energy (a.u.)
1,-9472.00285
2,-3120.01116
3,-2706.85825